Computed, not measured: one molecule with the formula C21H23N3O5S in a non-equilibrium geometry, with ωB97M-V/def2-TZVPD.

The geometry in XYZ format:
```
53
Properties=species:S:1:pos:R:3:forces:R:3:mulliken_charge:R:1
C 2.259 -4.117 0.337 -0.355 0.017 0.183 -0.94
C 1.172 -4.614 1.278 0.505 -0.058 0.105 -0.27
H 1.481 -4.474 2.319 -0.080 -0.097 -0.135 0.31
H 0.943 -5.666 1.096 0.010 0.131 0.064 0.33
O -0.066 -3.930 1.069 -0.191 -0.203 -0.224 -0.37
C -0.187 -2.710 1.594 -0.433 0.143 0.095 0.55
O 0.661 -2.164 2.245 0.171 0.018 0.154 -0.64
C -1.539 -2.116 1.245 0.204 0.079 0.134 -0.64
C -1.514 -1.695 -0.189 -0.884 -0.219 -0.410 -0.02
C -2.518 -1.833 -1.092 0.197 0.074 0.015 -0.65
S -2.052 -1.201 -2.632 0.587 -0.026 0.417 -0.26
C -0.485 -0.802 -1.918 -1.142 -0.357 -0.230 0.15
N -0.385 -1.109 -0.676 0.678 0.249 0.293 0.30
N 0.474 -0.244 -2.708 -0.131 0.254 -0.707 0.00
C 1.822 -0.007 -2.461 0.227 -0.169 0.190 -0.06
O 2.505 0.375 -3.379 0.173 0.116 -0.137 -0.65
C 2.299 -0.205 -1.054 0.128 0.156 0.090 -0.13
C 1.849 0.990 -0.204 0.138 -0.221 0.064 0.76
C 2.189 0.797 1.273 -0.119 0.264 -0.109 -0.30
C 1.943 2.055 2.111 -0.079 -0.130 -0.024 -0.96
H 2.296 2.931 1.567 0.073 0.009 0.106 0.44
C 0.487 2.276 2.526 0.369 0.145 0.249 -0.85
N -0.418 2.411 1.404 0.122 -0.028 0.285 0.35
C -1.545 1.622 1.262 -0.108 -0.084 0.121 0.44
O -1.942 0.823 2.076 -0.069 0.076 -0.048 -0.73
C -2.127 1.980 -0.053 0.036 0.366 -0.576 0.56
C -3.222 1.477 -0.722 0.072 0.057 0.177 -0.54
C -3.498 1.991 -1.986 -0.039 -0.020 0.089 -0.59
C -2.705 2.980 -2.545 0.043 0.069 -0.026 -0.52
C -1.610 3.500 -1.860 0.104 -0.007 0.155 -0.61
C -1.335 2.986 -0.611 -0.484 -0.378 -0.135 0.30
C -0.251 3.305 0.354 -0.008 0.150 -0.006 0.11
O 0.598 4.155 0.285 0.002 0.002 -0.040 -0.62
H -0.992 4.274 -2.287 0.069 0.085 -0.045 0.52
H -2.942 3.356 -3.529 -0.025 0.034 -0.082 0.43
H -4.342 1.610 -2.540 -0.070 -0.026 -0.055 0.43
H -3.835 0.708 -0.279 -0.040 -0.076 0.038 0.54
H 0.122 1.423 3.106 0.011 0.146 -0.030 0.44
H 0.424 3.180 3.141 -0.042 -0.127 -0.002 0.30
H 2.518 1.981 3.037 0.000 0.064 0.031 0.40
H 3.248 0.540 1.350 0.033 -0.082 0.010 0.52
H 1.614 -0.039 1.676 0.046 -0.101 0.010 -0.11
H 2.328 1.897 -0.579 -0.027 0.040 -0.038 0.59
H 0.772 1.096 -0.327 0.018 0.055 -0.028 -1.06
H 1.867 -1.114 -0.638 0.109 0.008 0.008 -0.32
H 3.387 -0.273 -1.065 -0.039 -0.007 -0.108 0.71
H 0.203 -0.066 -3.670 0.205 0.020 0.171 0.25
H -3.490 -2.259 -0.955 -0.230 -0.134 0.093 0.56
H -1.710 -1.242 1.878 0.058 -0.235 -0.050 0.19
H -2.324 -2.854 1.402 0.019 -0.002 0.025 0.46
H 2.511 -3.086 0.573 0.055 0.054 -0.007 0.17
H 3.147 -4.730 0.451 0.122 -0.067 -0.011 0.43
H 1.918 -4.172 -0.695 0.010 -0.026 -0.108 0.27
```
Positions in Å, forces in eV/Å.

Calculated values
SMILES ... CCOC(=O)Cc1csc(NC(=O)CCCCCN2C(=O)c3ccccc3C2=O)n1
E_HOMO ... -0.318 hartree
Energy ... -1752.79155 a.u.
Orbital gap ... 8.3 eV



Computed, not measured: one molecule with the formula C21H23N3O6S2 in a non-equilibrium geometry, with ωB97M-V/def2-TZVPD.

The geometry in XYZ format:
```
55
Properties=species:S:1:pos:R:3:forces:R:3:mulliken_charge:R:1
C -1.813 -4.298 -0.684 0.012 0.004 0.024 -1.70
C -0.687 -3.338 -0.462 0.085 0.037 -0.004 1.04
C -0.639 -2.121 -1.132 0.126 0.010 0.102 -0.78
C 0.383 -1.219 -0.897 -0.075 0.101 -0.173 -0.61
C 1.366 -1.545 0.016 0.459 0.285 0.007 0.22
C 1.349 -2.754 0.688 0.163 -0.040 0.168 -0.58
C 0.324 -3.647 0.443 -0.007 0.152 -0.030 -0.77
H 0.296 -4.588 0.972 0.025 -0.102 0.054 0.42
H 2.132 -2.969 1.398 0.058 -0.127 0.089 0.52
S 2.612 -0.360 0.472 -0.192 -0.260 -0.358 1.71
O 2.003 0.685 1.261 0.176 -0.150 -0.040 -0.79
O 3.713 -1.046 1.097 -0.044 -0.337 -0.127 -0.84
N 3.141 0.348 -0.990 -0.858 -0.630 0.772 -0.05
C 4.558 0.126 -1.238 0.658 -0.193 0.016 -0.86
H 4.834 -0.877 -0.919 0.172 0.071 -0.180 0.45
H 4.736 0.232 -2.310 -0.060 -0.012 0.041 0.47
C 5.310 1.213 -0.424 -0.067 0.187 -0.415 -0.30
O 5.885 0.715 0.745 0.179 -0.209 0.513 -0.60
H 5.252 0.113 1.174 0.175 0.142 -0.073 0.49
H 6.142 1.627 -1.001 -0.146 -0.061 -0.007 0.45
C 4.221 2.289 -0.163 0.084 -0.057 -0.166 -0.73
H 4.544 3.289 -0.444 0.010 0.055 0.041 0.55
H 3.958 2.286 0.895 0.072 0.031 -0.040 0.30
C 3.030 1.807 -0.992 -0.079 0.537 0.317 -0.10
C 1.634 2.241 -0.585 -0.136 0.117 -0.878 0.01
O 0.656 1.815 -1.148 0.154 0.215 -0.109 -0.62
O 1.609 3.182 0.346 0.268 0.179 0.251 -0.28
C 0.331 3.675 0.761 -0.245 0.302 -0.038 -0.56
C -0.790 2.670 0.735 -0.446 0.074 0.026 0.55
N -1.906 3.034 0.193 0.474 0.645 -0.071 -0.59
C -2.878 2.099 0.174 -0.141 -0.636 0.228 0.19
C -2.765 0.801 0.663 -0.055 0.595 -0.299 0.93
C -3.940 0.027 0.443 -0.278 0.139 -0.150 -0.37
C -4.915 0.746 -0.183 0.386 0.219 0.075 0.74
S -4.423 2.384 -0.534 0.169 -0.451 0.219 -0.36
C -6.274 0.272 -0.560 0.040 -0.035 0.030 -1.17
H -6.819 -0.060 0.324 -0.105 -0.007 0.006 0.29
H -6.835 1.068 -1.039 -0.164 -0.026 -0.058 0.42
H -6.207 -0.573 -1.245 -0.073 -0.032 -0.065 0.29
C -4.090 -1.401 0.850 -0.020 -0.017 0.010 -1.60
H -4.890 -1.506 1.583 -0.061 -0.100 0.065 0.42
H -3.158 -1.751 1.286 -0.028 -0.123 0.031 0.32
H -4.342 -2.018 -0.012 -0.047 -0.130 -0.049 0.31
C -1.520 0.415 1.284 -0.066 0.180 0.073 0.01
O -1.222 -0.669 1.749 0.061 -0.208 0.173 -0.67
N -0.603 1.468 1.330 0.111 0.043 0.147 0.14
H 0.334 1.206 1.644 -0.329 0.028 -0.054 0.44
H 0.040 4.509 0.114 0.003 -0.205 0.159 0.29
H 0.492 4.039 1.780 -0.010 -0.028 -0.148 0.27
H 3.141 2.120 -2.040 -0.089 -0.093 0.161 0.70
H 0.407 -0.264 -1.396 -0.017 0.045 -0.121 0.51
H -1.420 -1.864 -1.833 -0.077 0.021 -0.093 0.36
H -2.417 -4.003 -1.538 -0.075 -0.024 -0.054 0.36
H -2.451 -4.325 0.199 -0.101 -0.033 0.036 0.31
H -1.432 -5.304 -0.850 -0.032 -0.085 -0.031 0.48
```
Positions in Å, forces in eV/Å.

Calculated values
SMILES ... Cc1ccc(S(=O)(=O)N2C[C@H](O)C[C@@H]2C(=O)OCc2nc3sc(C)c(C)c3c(=O)[nH]2)cc1
E_HOMO ... -0.291 hartree
Energy ... -2226.16307 a.u.
Orbital gap ... 8.5 eV



Computed, not measured: C21H23N3PtS3 as an isolated structure, with ωB97M-V/def2-TZVPD.

The geometry in XYZ format:
```
51
Properties=species:S:1:pos:R:3:forces:R:3:mulliken_charge:R:1
Pt -0.498 -0.168 -0.577 -0.432 -0.403 -0.408 2.18
C -0.574 -3.168 0.113 -0.029 0.110 -0.031 -1.12
N 0.144 -1.926 0.484 0.145 -0.126 0.092 -0.67
C -0.171 -1.583 1.910 0.004 0.107 -0.068 -0.52
C 0.314 -0.188 2.327 0.002 0.001 -0.065 -1.25
N -0.506 0.886 1.774 0.120 -0.061 0.157 1.05
C -1.762 1.090 2.470 -0.045 -0.001 0.008 -1.36
C 0.158 2.126 1.474 0.005 -0.022 -0.061 -0.56
C 0.900 2.756 2.466 0.024 0.066 -0.035 -0.26
C 1.518 3.975 2.236 0.011 -0.031 0.058 -0.91
C 1.377 4.577 0.996 0.027 0.053 -0.006 -0.53
C 0.649 3.954 -0.002 -0.014 -0.026 -0.009 -0.73
C 0.030 2.719 0.203 0.006 -0.051 0.080 0.80
S -0.873 2.016 -1.153 -0.058 0.138 -0.039 -0.55
C 1.595 -2.150 0.312 -0.031 0.130 -0.056 -0.23
C 2.229 -3.156 1.034 0.001 0.004 -0.025 -0.37
C 3.582 -3.391 0.876 0.007 -0.029 0.016 -0.98
C 4.306 -2.611 -0.020 0.045 -0.037 0.039 -0.54
C 3.681 -1.613 -0.734 -0.052 0.068 -0.049 -0.49
C 2.310 -1.356 -0.585 -0.017 -0.054 0.077 0.76
S 1.554 -0.072 -1.504 0.319 0.080 0.129 -0.54
H -0.266 -4.002 0.747 -0.030 -0.019 0.013 0.40
H -0.339 -3.402 -0.924 -0.017 -0.011 0.010 0.31
H -1.645 -3.003 0.221 0.029 -0.006 -0.025 0.36
H 0.281 -2.338 2.560 -0.021 0.056 0.023 0.44
H -1.255 -1.662 2.016 0.021 0.037 0.002 0.60
H 1.340 -0.054 1.975 -0.018 0.006 0.027 0.49
H 0.334 -0.159 3.427 0.012 -0.026 0.012 0.38
H -1.614 1.436 3.504 -0.008 0.022 0.011 0.30
H -2.341 0.164 2.495 0.007 0.011 0.016 0.37
H -2.346 1.835 1.929 -0.024 -0.006 0.007 0.32
H 0.988 2.278 3.435 0.007 -0.006 0.022 0.35
H 2.101 4.448 3.016 0.005 0.005 0.017 0.38
H 1.853 5.528 0.794 0.005 0.009 0.006 0.37
H 0.574 4.410 -0.980 -0.010 0.001 -0.027 0.41
H 1.668 -3.766 1.730 -0.009 -0.010 0.009 0.24
H 4.068 -4.172 1.446 -0.002 -0.007 0.010 0.37
H 5.367 -2.780 -0.151 0.013 -0.006 -0.008 0.38
H 4.247 -0.997 -1.421 0.001 0.015 -0.019 0.41
S -2.884 -0.568 -0.288 0.079 0.068 0.254 -0.61
C -3.327 -1.282 -1.747 -0.108 -0.051 -0.066 0.62
N -4.623 -1.687 -1.887 0.035 0.002 -0.059 -0.05
C -5.143 -2.254 -3.005 0.050 0.027 -0.003 -0.24
C -4.357 -2.462 -4.091 -0.037 0.009 0.096 -0.65
C -3.002 -2.066 -4.008 0.051 0.047 0.048 -0.45
C -2.495 -1.496 -2.875 0.002 -0.007 -0.118 -0.57
H -5.222 -1.529 -1.088 0.005 0.005 -0.005 0.23
H -6.190 -2.510 -2.956 -0.007 -0.016 -0.025 0.40
H -4.766 -2.910 -4.982 -0.008 -0.009 -0.018 0.39
H -2.351 -2.207 -4.861 -0.001 -0.014 -0.010 0.43
H -1.464 -1.167 -2.791 -0.060 -0.043 -0.002 0.44
```
Positions in Å, forces in eV/Å.

Calculated values
E_HOMO ... -0.237 hartree
Energy ... -2292.21124 a.u.
Orbital gap ... 6.1 eV



Computed, not measured: one molecule with the formula C21H23NO5, with ωB97M-V/def2-TZVPD.

The geometry in XYZ format:
```
50
Properties=species:S:1:pos:R:3:forces:R:3:mulliken_charge:R:1
C -2.906 -3.482 -0.883 0.015 0.025 0.016 -1.54
C -3.112 -2.092 -0.374 -0.066 0.168 0.053 1.26
C -4.147 -1.309 -0.869 0.020 -0.048 0.035 -1.02
C -4.342 -0.016 -0.427 0.171 0.213 0.174 -1.20
C -3.464 0.536 0.502 -0.310 -0.596 -0.206 0.38
C -2.430 -0.249 1.010 -0.261 0.064 -0.082 -0.28
C -2.260 -1.561 0.602 -0.067 0.021 0.033 1.48
C -1.165 -2.397 1.187 -0.037 -0.030 -0.081 -1.99
H -0.438 -2.648 0.416 0.109 -0.067 0.001 0.35
H -0.660 -1.863 1.989 0.064 0.005 0.067 0.39
H -1.563 -3.328 1.589 0.039 -0.088 0.081 0.52
H -1.764 0.160 1.756 0.120 0.035 0.060 0.29
C -3.656 1.939 0.911 0.302 0.293 0.072 0.40
O -4.733 2.452 1.083 0.089 0.010 0.008 -0.60
C -2.368 2.751 1.108 -0.423 0.411 0.083 -0.83
H -2.029 2.672 2.143 -0.012 -0.002 -0.102 0.42
H -2.587 3.797 0.874 -0.008 -0.187 0.070 0.36
O -1.288 2.283 0.307 0.166 -0.001 0.250 -0.22
C -1.486 2.334 -1.010 0.236 -0.045 -0.373 0.64
O -2.480 2.751 -1.534 -0.039 0.057 0.007 -0.60
C -0.287 1.801 -1.786 -0.138 0.078 -0.026 -1.09
N 0.728 1.244 -0.932 -0.273 0.211 -0.328 0.24
C 1.593 2.030 -0.190 0.139 -0.254 0.110 0.30
O 1.637 3.229 -0.253 -0.004 0.239 -0.010 -0.66
C 2.458 1.104 0.635 0.196 0.234 0.157 -0.38
H 2.367 1.367 1.690 -0.051 0.023 -0.029 0.58
C 1.989 -0.310 0.271 0.022 -0.322 0.008 0.23
C 0.880 -0.112 -0.737 0.198 -0.023 0.170 -0.15
O 0.247 -0.957 -1.316 -0.097 -0.177 -0.116 -0.69
H 1.619 -0.906 1.107 -0.063 0.014 -0.024 0.51
C 3.240 -0.945 -0.366 -0.092 -0.292 -0.101 -0.15
H 3.012 -1.820 -0.972 -0.022 -0.008 -0.005 0.53
C 3.865 0.250 -1.086 -0.003 0.010 -0.028 -1.00
H 4.850 0.027 -1.490 0.065 -0.007 -0.057 0.42
H 3.239 0.661 -1.876 -0.007 0.032 -0.107 0.36
C 3.926 1.122 0.168 0.098 0.289 0.054 -0.13
H 4.322 2.128 0.049 -0.013 0.022 0.000 0.51
C 4.726 0.230 1.125 0.062 0.149 0.073 -0.95
H 4.532 0.476 2.168 0.037 0.051 0.054 0.41
H 5.794 0.349 0.946 0.023 0.020 0.030 0.38
C 4.254 -1.193 0.757 -0.042 -0.173 -0.008 -0.92
H 3.807 -1.715 1.602 -0.008 -0.081 0.020 0.41
H 5.082 -1.799 0.390 0.003 -0.041 0.014 0.40
H -0.636 1.020 -2.467 0.026 0.148 0.112 0.42
H 0.133 2.632 -2.363 -0.102 -0.117 0.080 0.39
H -5.146 0.593 -0.812 -0.088 0.064 -0.044 0.44
H -4.813 -1.721 -1.614 -0.054 -0.059 -0.081 0.36
H -3.641 -3.729 -1.644 -0.021 -0.052 -0.045 0.40
H -2.988 -4.207 -0.073 0.016 -0.113 0.015 0.33
H -1.909 -3.575 -1.313 0.082 -0.101 -0.054 0.28
```
Positions in Å, forces in eV/Å.

Calculated values
SMILES ... Cc1ccc(C(=O)COC(=O)CN2C(=O)[C@@H]3[C@H]4CC[C@H](C4)[C@@H]3C2=O)cc1C
E_HOMO ... -0.331 hartree
Energy ... -1245.06481 a.u.
Orbital gap ... 9.5 eV



Among the records above, which one has the lowest orbital gap?
C21H23N3PtS3